(1)
Formula: C5H11HgNP
Source: the Open Molecules 2025 dataset
Level of theory: ωB97M-V with the def2-TZVPD basis set

The value obtained for the HOMO energy (spin up / spin down) is 0.07 / 0.07 eV. As for the net charge: -1.

Last column: Mulliken charge in e.
Cartesian coordinates (Å):
C: 1.6180 -1.7009 -1.4843  -0.7156
C: 2.4896 -0.9871 -0.5743  -0.9967
C: 2.5052 0.4039 -0.9910  -1.0947
C: 1.3725 0.5516 -1.8967  -0.9926
C: 0.9831 -0.7966 -2.3007  -0.4947
Hg: 0.7886 0.3356 0.2618  0.3882
P: -0.2141 -0.2637 2.4360  -0.8629
H: 1.5578 -2.7860 -1.5540  0.5461
H: 3.2010 -1.4208 0.1310  0.6874
H: 3.2870 1.1422 -0.8095  0.7542
H: 0.3366 -1.0473 -3.1403  0.5438
H: 1.1307 1.4795 -2.4231  0.7330
H: -0.6566 0.6996 3.4016  0.1951
H: 0.6893 -1.0737 3.1846  0.1538
H: -1.3030 -1.1735 2.2781  0.1631
N: -1.6243 1.3670 0.0028  -1.3945
H: -1.8995 2.0352 0.7252  0.4409
H: -2.2666 0.5786 0.0673  0.5099
H: -1.7660 1.8179 -0.9007  0.4363

(2)
Formula: C8H14BrN2Pd
Source: the Open Molecules 2025 dataset
Level of theory: ωB97M-V with the def2-TZVPD basis set

The value obtained for the HOMO energy (spin up / spin down) is -13.97 / -13.97 eV. As for the spin multiplicity: 3. The calculation puts the energy relative to the best compared isomer or geometry (same formula, charge and spin) at 0.000 eV. As for the net charge: +1.

Last column: Löwdin spin population.
Cartesian coordinates (Å):
Pd: -9.4313 -8.2369 11.1436  1.1124
Br: -7.8437 -10.3342 11.3277  0.8480
C: -8.2885 -14.6358 6.9783  0.0011
C: -9.0437 -13.7805 7.9447  0.0015
C: -8.1563 -13.2640 9.0939  0.0073
C: -7.2269 -14.2537 9.6956  0.0007
N: -6.5054 -15.0414 10.1201  0.0016
H: -7.2934 -14.2742 6.7193  0.0000
H: -8.8806 -14.7077 6.0660  0.0003
H: -8.0709 -15.6202 7.3928  0.0000
H: -9.8292 -14.4247 8.3397  0.0000
H: -9.5593 -12.9400 7.4801  0.0000
H: -8.6910 -12.7459 9.8900  0.0068
H: -7.5016 -12.4639 8.7486  0.0002
C: -2.3023 -10.7528 10.0013  0.0002
C: -2.8283 -10.4798 11.4336  0.0013
C: -4.2509 -9.9121 11.4785  0.0051
C: -4.3709 -8.6461 10.8065  0.0026
N: -4.3977 -7.6253 10.2127  0.0066
H: -1.3218 -11.2238 10.0704  0.0001
H: -2.1397 -9.8716 9.3806  0.0000
H: -2.9969 -11.3105 9.3731  0.0000
H: -2.0983 -9.8247 11.9090  0.0003
H: -2.8365 -11.4233 11.9793  0.0000
H: -4.6100 -9.6982 12.4852  0.0007
H: -5.0158 -10.5267 11.0037  0.0033

(3)
Formula: C6H15NO
Source: the Open Molecules 2025 dataset
Level of theory: ωB97M-V with the def2-TZVPD basis set

The value obtained for the HOMO energy is -8.09 eV. The calculation puts the energy relative to the best compared isomer or geometry (same formula, charge and spin) at 3.151 eV. As for the net charge: 0.

Last column: Mulliken charge in e.
Cartesian coordinates (Å):
C: -0.6114 2.9587 1.9417  -1.2329
C: -0.6791 1.8596 0.9036  0.0586
C: 0.4191 0.7646 0.9491  -0.9693
N: 0.5207 0.0571 -0.3139  0.3559
C: 1.4700 0.6235 -1.3534  -1.0677
C: 0.5852 -1.4520 -0.2742  -0.8124
C: -0.8861 -1.8117 -0.5990  -0.1526
O: -0.7637 -3.0689 -1.3162  -0.5397
H: 0.2786 3.6234 1.8079  0.3089
H: -1.5668 3.6129 1.9162  0.2892
H: -0.3612 2.6457 2.9592  0.3402
H: -0.4248 2.4245 -0.1392  0.0761
H: -1.7091 1.4249 0.9758  0.2234
H: 0.1970 -0.0514 1.7420  0.3629
H: 1.4598 1.0406 1.2540  0.3179
H: 2.5639 0.4847 -1.1101  0.3220
H: 1.2243 1.6585 -1.4699  0.2912
H: 1.2845 0.0601 -2.3135  0.3393
H: 0.8409 -1.7347 0.8253  0.3008
H: 1.2470 -1.8528 -1.0437  0.4506
H: -1.4326 -2.1333 0.3528  0.2144
H: -1.4396 -1.0564 -1.2349  0.2308
H: -1.4834 -3.6507 -1.2017  0.2924

(4)
Formula: C3H9N2
Source: the Open Molecules 2025 dataset
Level of theory: ωB97M-V with the def2-TZVPD basis set

The value obtained for the HOMO energy is -12.31 eV. The calculation puts the energy relative to the best compared isomer or geometry (same formula, charge and spin) at 7.271 eV. As for the net charge: +1.

Last column: Mulliken charge in e.
Cartesian coordinates (Å):
C: -1.7856 1.1030 -0.5473  -0.9828
C: -1.1198 -0.0069 0.2723  0.5828
C: 0.1458 0.0174 0.7723  -0.2181
N: 3.6999 -0.1157 -0.2828  -0.5070
N: -2.1272 -1.1409 0.1101  -0.4488
H: -2.5146 1.7253 0.0545  0.3393
H: -2.2918 0.7159 -1.3752  0.3641
H: -0.9290 1.7872 -0.7984  0.3530
H: 0.3817 -0.3346 1.8388  0.3826
H: 3.7384 -1.0797 -0.5284  0.1898
H: 4.6930 0.2656 -0.3834  0.2171
H: 2.8285 0.2707 0.0352  0.1567
H: -1.7506 -2.1083 0.1530  0.2803
H: -2.9686 -1.0991 0.6794  0.2909

(5)
Formula: C28H32N3O2PtS2Se2
Source: the Open Molecules 2025 dataset
Level of theory: ωB97M-V with the def2-TZVPD basis set

The value obtained for the HOMO energy (spin up / spin down) is -9.59 / -11.02 eV. As for the spin multiplicity: 3. The calculation puts the energy relative to the best compared isomer or geometry (same formula, charge and spin) at 1.151 eV. As for the net charge: +1.

Last column: Löwdin spin population.
Cartesian coordinates (Å):
Pt: 0.2951 -0.3648 0.0604  1.2770
C: -2.8751 -2.3247 -0.6215  0.0180
Se: -1.5210 -1.9703 0.7823  0.0583
C: -2.5411 -0.6090 1.7682  0.0043
C: -2.9129 0.6461 0.9995  0.0047
Se: -1.3555 1.6876 0.3485  0.1374
C: -1.6427 1.4701 -1.5874  0.0359
H: -3.8351 -2.5057 -0.1444  0.0035
H: -2.5626 -3.2285 -1.1382  0.0000
H: -2.9635 -1.5187 -1.3428  0.0006
H: -1.8977 -0.3796 2.6185  -0.0001
H: -3.4495 -1.0922 2.1388  0.0008
H: -3.4767 1.3113 1.6600  0.0013
H: -3.5243 0.4239 0.1221  0.0004
H: -2.6358 1.8288 -1.8514  0.0049
H: -1.5116 0.4216 -1.8664  0.0103
H: -0.8883 2.0667 -2.0941  -0.0001
C: 4.2565 3.4062 4.8496  0.0000
C: 3.5739 2.1495 4.4174  0.0001
C: 4.1674 0.9076 4.6276  0.0003
C: 3.5664 -0.2471 4.1547  0.0000
C: 2.3484 -0.1634 3.5021  0.0004
C: 1.7065 1.0520 3.3585  -0.0001
C: 2.3257 2.2056 3.8045  0.0006
S: 1.6838 -1.5726 2.6375  0.0090
O: 2.3071 -2.7866 3.0645  0.0153
O: 0.2323 -1.4824 2.6962  0.0044
N: 2.0954 -1.1596 1.1109  0.1633
C: 2.4424 -1.9883 0.0975  0.0155
C: 3.4477 -2.9653 0.1299  0.0040
C: 3.7959 -3.5802 -1.0534  -0.0015
C: 3.1234 -3.2608 -2.2331  0.0054
C: 2.0979 -2.3415 -2.1714  0.0119
N: 1.7735 -1.7231 -1.0427  0.1037
H: 5.3371 3.3183 4.7645  0.0000
H: 4.0282 3.6117 5.8947  0.0000
H: 3.9133 4.2467 4.2512  0.0000
H: 5.1145 0.8545 5.1454  0.0000
H: 4.0282 -1.2141 4.2814  0.0000
H: 0.7372 1.0882 2.8792  -0.0002
H: 1.8575 3.1664 3.6513  0.0000
H: 3.9236 -3.2040 1.0675  0.0005
H: 4.6012 -4.3019 -1.0723  -0.0001
H: 3.3882 -3.7229 -3.1717  0.0010
H: 1.5173 -2.0867 -3.0490  0.0007
N: 1.6421 1.3285 -0.5854  0.0916
S: 2.6982 1.5649 0.5938  0.0047
C: 3.0162 3.3632 0.5225  0.0049
C: 4.1644 3.9018 1.0787  0.0009
C: 4.3577 5.2733 1.0357  0.0004
C: 3.4069 6.0905 0.4426  0.0000
C: 2.2475 5.5424 -0.0816  0.0000
C: 2.0473 4.1737 -0.0380  0.0007
C: 4.3236 1.0546 0.0003  -0.0005
C: 5.0347 0.1423 0.7584  0.0002
C: 6.3050 -0.2268 0.3483  0.0002
C: 6.8640 0.3408 -0.7863  0.0000
C: 6.1307 1.2328 -1.5546  0.0002
C: 4.8484 1.5847 -1.1673  0.0005
H: 2.0428 1.3047 -1.5146  0.0037
H: 4.9053 3.2636 1.5358  0.0000
H: 5.2500 5.7079 1.4620  0.0001
H: 3.5722 7.1563 0.3956  0.0000
H: 1.4985 6.1798 -0.5222  0.0000
H: 1.1481 3.7243 -0.4337  0.0003
H: 4.5997 -0.2596 1.6606  0.0004
H: 6.8686 -0.9343 0.9361  0.0000
H: 7.8766 0.0948 -1.0695  0.0000
H: 6.5641 1.6768 -2.4377  0.0000
H: 4.2748 2.2897 -1.7521  0.0003

(6)
Formula: C4H8N2O
Source: the Open Molecules 2025 dataset
Level of theory: ωB97M-V with the def2-TZVPD basis set

The value obtained for the HOMO energy is -9.44 eV. The calculation puts the energy relative to the best compared isomer or geometry (same formula, charge and spin) at 2.943 eV. As for the net charge: 0.

Last column: Mulliken charge in e.
Cartesian coordinates (Å):
C: 1.8448 0.2857 -1.3491  -0.7072
N: 1.3458 1.3935 -0.6929  -0.2877
C: 0.2872 1.9036 -0.4662  0.5690
O: -0.5805 2.4718 0.0577  -0.4398
H: 1.1976 -0.0992 -2.0877  0.3105
H: 2.1377 -0.5640 -0.6429  0.2380
H: 2.7811 0.5555 -1.7337  0.3318
C: -1.7458 -0.8446 -0.2695  -0.4184
N: -0.8929 -1.2695 0.5754  -0.3776
C: -0.5983 -0.6532 1.7563  -0.6810
H: -2.2685 0.0996 -0.1114  0.2993
H: -1.9976 -1.5484 -1.0441  0.2942
H: 0.3972 -0.3659 1.6835  0.1935
H: -1.2288 0.1894 1.9140  0.3565
H: -0.6789 -1.5543 2.4104  0.3190

(7)
Formula: C4H4CuO5
Source: the Open Molecules 2025 dataset
Level of theory: ωB97M-V with the def2-TZVPD basis set

The value obtained for the HOMO energy (spin up / spin down) is -8.92 / -9.04 eV. As for the spin multiplicity: 2. The calculation puts the energy relative to the best compared isomer or geometry (same formula, charge and spin) at 0.000 eV. As for the net charge: 0.

Last column: Löwdin spin population.
Cartesian coordinates (Å):
O: 0.8343 -0.3992 0.1637  0.0408
C: 2.1492 -0.0730 -0.1890  0.0033
O: 2.2223 1.1105 -0.5977  0.0065
O: 3.0012 -0.9592 -0.1316  0.0067
C: 0.4790 -1.7573 0.4040  0.1036
C: -0.9391 -1.8024 0.8317  0.7189
H: 1.1539 -2.1582 1.1835  0.0193
H: 0.6420 -2.3649 -0.5000  0.0016
H: -1.6959 -2.2123 0.1604  0.0449
H: -1.2180 -1.3513 1.7843  0.0404
O: -4.4226 1.3367 -0.4918  0.0007
O: -2.1285 1.3642 -0.2063  0.0074
C: -3.2801 1.4751 -0.3905  0.0019
Cu: 0.0660 1.5530 -0.3293  0.0040

(8)
Formula: C7H20N2O
Source: the Open Molecules 2025 dataset
Level of theory: ωB97M-V with the def2-TZVPD basis set

The value obtained for the HOMO energy is -7.47 eV. The calculation puts the energy relative to the best compared isomer or geometry (same formula, charge and spin) at 3.151 eV. As for the net charge: 0.

Last column: Mulliken charge in e.
Cartesian coordinates (Å):
C: -2.2052 0.8253 0.6162  -1.3652
C: -0.8782 1.4038 1.0775  1.0235
C: -0.9698 2.6383 1.9467  -1.3902
O: -0.1060 0.4499 1.7083  -0.5453
N: -0.1498 2.0450 -0.4065  -0.2834
N: 0.2111 1.6048 -1.6946  -0.6787
H: -2.6042 0.1362 1.3546  0.3682
H: -2.0537 0.3126 -0.3318  0.2657
H: -2.9527 1.5998 0.4319  0.3650
H: 0.0127 2.9380 2.3040  0.3380
H: -1.6376 2.4905 2.7949  0.3534
H: -1.3388 3.4589 1.3305  0.3665
H: 0.7717 0.4780 1.3022  0.4187
H: -0.7586 2.8525 -0.5560  0.2061
H: 0.0295 2.2931 -2.4352  0.2611
H: 1.1704 1.4272 -1.9683  0.1489
C: 1.1529 -1.9734 -1.9470  -1.7023
C: 0.8504 -1.5149 -0.5188  2.5717
C: -0.3212 -2.3197 0.0354  -1.4734
C: 2.1026 -1.6973 0.3358  -1.5722
H: 0.2919 -1.8475 -2.6017  0.3877
H: 1.9998 -1.4335 -2.3678  0.3859
H: 1.4196 -3.0322 -1.9484  0.4087
H: 0.5682 -0.3767 -0.6160  -1.0519
H: -0.0637 -3.3792 0.0916  0.4474
H: -1.1935 -2.2391 -0.6136  0.3406
H: -0.6093 -1.9519 1.0179  0.2544
H: 2.9222 -1.0829 -0.0376  0.3655
H: 1.9102 -1.3666 1.3555  0.3604
H: 2.4290 -2.7388 0.3404  0.4252

Question: Number 8 is which compound?
Answer: C7H20N2O

Question: Which formula does entry 7 have?
Answer: C4H4CuO5

Question: What is the formula in the second record?
Answer: C8H14BrN2Pd

Please write out number 3 again, unchanged.
Formula: C6H15NO
Source: the Open Molecules 2025 dataset
Level of theory: ωB97M-V with the def2-TZVPD basis set

The value obtained for the HOMO energy is -8.09 eV. The calculation puts the energy relative to the best compared isomer or geometry (same formula, charge and spin) at 3.151 eV. As for the net charge: 0.

Last column: Mulliken charge in e.
Cartesian coordinates (Å):
C: -0.6114 2.9587 1.9417  -1.2329
C: -0.6791 1.8596 0.9036  0.0586
C: 0.4191 0.7646 0.9491  -0.9693
N: 0.5207 0.0571 -0.3139  0.3559
C: 1.4700 0.6235 -1.3534  -1.0677
C: 0.5852 -1.4520 -0.2742  -0.8124
C: -0.8861 -1.8117 -0.5990  -0.1526
O: -0.7637 -3.0689 -1.3162  -0.5397
H: 0.2786 3.6234 1.8079  0.3089
H: -1.5668 3.6129 1.9162  0.2892
H: -0.3612 2.6457 2.9592  0.3402
H: -0.4248 2.4245 -0.1392  0.0761
H: -1.7091 1.4249 0.9758  0.2234
H: 0.1970 -0.0514 1.7420  0.3629
H: 1.4598 1.0406 1.2540  0.3179
H: 2.5639 0.4847 -1.1101  0.3220
H: 1.2243 1.6585 -1.4699  0.2912
H: 1.2845 0.0601 -2.3135  0.3393
H: 0.8409 -1.7347 0.8253  0.3008
H: 1.2470 -1.8528 -1.0437  0.4506
H: -1.4326 -2.1333 0.3528  0.2144
H: -1.4396 -1.0564 -1.2349  0.2308
H: -1.4834 -3.6507 -1.2017  0.2924